Record 1
This record from the OMol25 dataset describes a single C6H7NS molecule. The level of theory is ωB97M-V/def2-TZVPD.

The geometry in XYZ format:
```
15
Properties=species:S:1:pos:R:3:forces:R:3
C 0.1743 -1.1504 -0.2255 0.3 -0.4 0.3
C -1.2965 -0.6991 -0.2170 -0.6 0.0 -0.1
C -1.3388 0.4255 0.5075 0.4 -0.6 -0.2
C 0.1130 0.6736 0.9517 0.0 0.6 0.0
C 0.7983 1.1348 -0.3659 -0.1 0.3 0.1
C 0.8482 -0.1132 -1.1572 -0.3 -0.2 -0.1
H 0.1496 -1.1449 1.8250 -0.2 -0.3 0.2
H 0.4200 -2.2132 -0.4071 -0.3 0.6 0.0
H -2.1300 -1.1550 -0.7689 0.5 0.2 0.3
H -2.1718 1.0774 0.6992 -0.2 0.1 -0.1
H 0.2617 1.3333 1.8076 0.0 -0.2 -0.1
H 0.5116 2.0917 -0.8154 0.0 -0.5 0.2
H 0.5363 -0.1301 -2.1922 0.2 0.1 -0.1
N 0.6564 -0.6783 1.0927 0.2 0.3 -0.5
S 2.4675 0.5478 -0.7345 -0.1 0.0 0.0
```
Forces are in eV/Å.

Energy above the lowest of the compared OMol25 structures with the same formula, charge and spin (kJ/mol): 174.0
Structure (SMILES): C1=C[C@H]2N[C@@H]1[C@@H]1S[C@@H]12
HOMO (eV): -8.3
DFT total energy (eV): -18658.9452

Here are the Mulliken charges for atoms 1 to 2, given in e: atom 1 (C): -0.09, atom 2 (C): -0.56

***

Record 2
This record from the OMol25 dataset describes a molecular structure, C6H7NSe. The level of theory is ωB97M-V/def2-TZVPD.

The geometry in XYZ format:
```
15
Properties=species:S:1:pos:R:3:forces:R:3
C 1.7519 0.8075 0.1575 -2.8 1.9 0.2
C 0.8210 1.8177 0.2764 0.1 -0.2 -0.4
C 1.3311 -0.5238 -0.0211 0.7 -1.7 0.6
C -0.6137 1.7878 0.2786 0.3 -2.6 -0.7
C 0.0932 -1.0291 -0.1404 -1.9 5.6 1.1
C -1.1906 0.5614 0.0237 2.4 -1.4 0.2
N -0.5156 -2.1904 -0.3480 -0.5 -4.9 -1.7
Se -3.0445 0.1988 -0.0423 0.8 -0.2 -0.1
H 2.7549 1.1400 0.2637 0.8 -0.4 -0.2
H 1.1926 2.8058 0.2909 0.7 1.0 0.4
H 2.1490 -1.2342 0.0802 -0.1 -0.4 -0.4
H -1.1675 2.7054 0.4327 -0.1 0.0 0.0
H -0.5708 -3.0629 0.3202 0.4 2.9 -1.2
H -0.3648 -2.5881 -1.3412 -0.5 1.0 2.1
H -2.6260 -1.1956 -0.2310 -0.4 -0.3 -0.1
```
Forces are in eV/Å.

Energy above the lowest of the compared OMol25 structures with the same formula, charge and spin (kJ/mol): 111.1
HOMO (eV): -7.5
DFT total energy (eV): -73167.9415

Here are the Mulliken charges for atoms 1 to 2, given in e: atom 1 (C): -0.57, atom 2 (C): -0.30

***

Record 3
This record from the OMol25 dataset describes a single C6H7P molecule. The level of theory is ωB97M-V/def2-TZVPD.

The geometry in XYZ format:
```
14
Properties=species:S:1:pos:R:3:forces:R:3
C -0.4983 -0.8778 0.1267 -0.2 0.1 0.0
C -1.7782 -1.1262 -0.1921 0.4 -0.5 0.0
C -0.1813 0.5662 0.3741 -0.4 0.0 0.0
C -2.5984 0.0390 -0.2648 0.1 1.1 0.2
C 2.2620 0.7015 0.0786 0.2 0.2 -0.1
C 1.0605 1.0290 -0.3640 -0.4 -0.5 0.2
P -1.7966 1.4795 0.0934 0.1 -0.1 -0.2
H 0.2664 -1.6262 0.2297 0.2 -0.2 0.0
H -2.1875 -2.1072 -0.3722 0.1 -0.2 0.0
H 0.0125 0.6834 1.4520 -0.1 0.0 0.0
H -3.6451 0.0030 -0.5192 -0.2 -0.1 0.0
H 3.1644 0.9174 -0.4695 0.1 0.1 -0.1
H 2.3963 0.1879 1.0191 0.0 -0.1 0.2
H 0.9191 1.5050 -1.3223 0.1 0.1 -0.1
```
Forces are in eV/Å.

Energy above the lowest of the compared OMol25 structures with the same formula, charge and spin (kJ/mol): 143.2
Structure (SMILES): C=C[C@@H]1C=CC=P1
HOMO (eV): -8.4
DFT total energy (eV): -15622.2314

Here are the Mulliken charges for atoms 1 to 2, given in e: atom 1 (C): -0.27, atom 2 (C): -0.52

***

Record 4
This record from the OMol25 dataset describes a single C6H7P molecule. The level of theory is ωB97M-V/def2-TZVPD.

The geometry in XYZ format:
```
14
Properties=species:S:1:pos:R:3:forces:R:3
C 0.7648 1.0067 -0.5149 -0.5 -2.1 0.7
C 0.9531 -0.3054 -0.7661 0.0 0.7 -0.7
C -0.3291 1.2166 0.4381 -1.6 0.0 1.3
C -0.0324 -1.2601 -0.2565 -0.4 -0.7 -0.9
C -0.4360 2.1755 1.3852 0.2 2.0 0.1
C 0.1463 -2.5827 -0.3592 0.6 -1.6 0.6
P -1.5300 -0.4182 0.3794 0.7 2.5 -0.1
H 1.3900 1.7519 -0.9355 0.4 0.8 0.0
H 1.7370 -0.6811 -1.4114 0.2 0.0 0.1
H -1.3282 2.3838 2.0577 1.2 -1.0 -0.9
H 0.3308 3.0620 1.5174 -1.3 -2.0 -0.7
H -0.5074 -3.4086 0.0693 0.5 1.5 -0.7
H 1.1142 -2.9952 -0.7615 -1.0 0.6 0.3
H -2.2732 0.0547 -0.8419 1.1 -0.7 0.8
```
Forces are in eV/Å.

Energy above the lowest of the compared OMol25 structures with the same formula, charge and spin (kJ/mol): 222.6
Structure (SMILES): C=c1ccc(=C)[pH]1
HOMO (eV): -8.5
DFT total energy (eV): -15621.4086

Here are the Mulliken charges for atoms 1 to 2, given in e: atom 1 (C): -0.50, atom 2 (C): -0.43

***

Record 5
This record from the OMol25 dataset describes a single C6H7PS molecule. The level of theory is ωB97M-V/def2-TZVPD.

The geometry in XYZ format:
```
15
Properties=species:S:1:pos:R:3:forces:R:3
C 0.1347 2.1307 -0.6324 -1.6 -3.0 3.4
C -0.8704 1.7023 0.3246 1.5 1.4 -1.8
C 1.0825 1.1999 -1.0318 -4.3 -0.5 3.6
C -0.9515 0.4267 0.7809 1.8 -0.3 -1.5
C 0.9709 -0.0944 -0.5782 0.5 -2.2 0.1
C -0.0489 -0.5244 0.3440 2.4 0.2 -2.5
P -0.1377 -2.3182 0.5391 1.6 -2.0 -2.5
S 0.5612 -3.8534 -0.8479 -1.2 2.8 1.9
H 0.1845 3.1419 -0.7793 0.1 2.3 -1.2
H -1.6578 2.3559 0.6361 -0.1 0.7 0.1
H 1.5925 1.4298 -1.8229 3.8 1.2 -4.1
H -1.7145 0.2128 1.4091 -2.3 -1.0 1.9
H 1.7241 -0.8407 -1.0228 -1.5 0.9 0.9
H -1.3966 -2.4431 0.9929 -1.5 -0.3 0.3
H 0.5269 -2.5259 1.6888 0.7 -0.2 1.3
```
Forces are in eV/Å.

Energy above the lowest of the compared OMol25 structures with the same formula, charge and spin (kJ/mol): 108.1
Structure (SMILES): S=[PH2]c1ccccc1
HOMO (eV): -8.4
DFT total energy (eV): -26457.7808

Here are the Mulliken charges for atoms 1 to 2, given in e: atom 1 (C): -0.51, atom 2 (C): -0.37

***

Record 6
This record from the OMol25 dataset describes a single C6H8 molecule. The level of theory is ωB97M-V/def2-TZVPD.

The geometry in XYZ format:
```
14
Properties=species:S:1:pos:R:3:forces:R:3
C -0.1291 1.2289 0.7075 0.4 -2.2 -2.2
C -0.3444 2.3216 1.4172 -0.3 0.0 -0.8
C -0.9398 -0.8098 -2.1892 -4.4 -0.1 -1.9
C 0.0633 -0.7666 -1.4087 0.2 3.8 4.5
C 0.1861 0.0441 0.0931 -0.7 -0.5 0.0
C 0.8906 -0.9258 1.0576 0.2 -2.5 -0.7
H -1.3654 2.5442 1.7942 0.9 -0.3 0.0
H 0.4159 3.1280 1.4707 -0.5 -0.7 0.0
H -1.1930 -1.3257 -3.1266 1.5 -0.3 0.3
H -1.8913 -0.4009 -1.9247 -0.3 1.0 0.6
H 0.8780 -1.2970 -1.6738 3.1 -1.4 -0.3
H 0.8635 -2.1090 0.8810 -1.3 2.4 0.1
H 0.6228 -0.7275 2.1006 0.6 0.0 -0.3
H 1.9428 -0.9045 0.8012 0.7 0.9 0.7
```
Forces are in eV/Å.

Energy above the lowest of the compared OMol25 structures with the same formula, charge and spin (kJ/mol): 340.7
Structure (SMILES): C=C=C(C)C=C
HOMO (eV): -9.0
DFT total energy (eV): -6347.2526

Here are the Mulliken charges for atoms 1 to 2, given in e: atom 1 (C): 0.28, atom 2 (C): -0.75

***

Repeat the fourth record exactly.
This record from the OMol25 dataset describes a single C6H7P molecule. The level of theory is ωB97M-V/def2-TZVPD.

The geometry in XYZ format:
```
14
Properties=species:S:1:pos:R:3:forces:R:3
C 0.7648 1.0067 -0.5149 -0.5 -2.1 0.7
C 0.9531 -0.3054 -0.7661 0.0 0.7 -0.7
C -0.3291 1.2166 0.4381 -1.6 0.0 1.3
C -0.0324 -1.2601 -0.2565 -0.4 -0.7 -0.9
C -0.4360 2.1755 1.3852 0.2 2.0 0.1
C 0.1463 -2.5827 -0.3592 0.6 -1.6 0.6
P -1.5300 -0.4182 0.3794 0.7 2.5 -0.1
H 1.3900 1.7519 -0.9355 0.4 0.8 0.0
H 1.7370 -0.6811 -1.4114 0.2 0.0 0.1
H -1.3282 2.3838 2.0577 1.2 -1.0 -0.9
H 0.3308 3.0620 1.5174 -1.3 -2.0 -0.7
H -0.5074 -3.4086 0.0693 0.5 1.5 -0.7
H 1.1142 -2.9952 -0.7615 -1.0 0.6 0.3
H -2.2732 0.0547 -0.8419 1.1 -0.7 0.8
```
Forces are in eV/Å.

Energy above the lowest of the compared OMol25 structures with the same formula, charge and spin (kJ/mol): 222.6
Structure (SMILES): C=c1ccc(=C)[pH]1
HOMO (eV): -8.5
DFT total energy (eV): -15621.4086

Here are the Mulliken charges for atoms 1 to 2, given in e: atom 1 (C): -0.50, atom 2 (C): -0.43